# C12H14BrF3IrNO5Se2

A molecular structure, C12H14BrF3IrNO5Se2 (the ωB97M-V functional and the def2-TZVPD basis, OMol25).

Summary:
HOMO energy (spin up / spin down): -7.1 / -8.3 eV
LUMO level (spin up / spin down): 0.27 / -1.82 eV
total energy: -8677.3777 Eh
spin multiplicity: 5
F_max: 0.840 eV Å⁻¹

Geometry (Å):
Ir  -0.26  -0.38  -0.33
O  3.69  3.41  -2.11
C  3.48  3.13  -0.73
C  2.35  2.09  -0.59
C  2.21  1.89  0.92
O  1.20  0.94  1.22
C  2.87  0.84  -1.32
Se  1.87  -0.86  -1.36
C  1.12  2.71  -1.26
Se  -0.69  1.97  -1.00
H  4.40  4.05  -2.19
H  3.20  4.04  -0.19
H  4.40  2.73  -0.28
H  1.95  2.85  1.38
H  3.17  1.55  1.32
H  1.19  0.72  2.16
H  3.84  0.56  -0.90
H  3.02  1.09  -2.36
H  1.28  2.73  -2.33
H  1.03  3.75  -0.93
O  -5.76  -3.29  -0.65
C  -4.61  -2.63  -0.80
C  -4.52  -1.23  -0.76
C  -3.29  -0.64  -0.92
N  -2.16  -1.34  -1.12
C  -2.26  -2.67  -1.18
Br  -0.68  -3.64  -1.49
C  -3.45  -3.36  -1.02
H  -6.49  -2.68  -0.50
H  -5.40  -0.63  -0.61
H  -3.18  0.43  -0.90
H  -3.48  -4.44  -1.06
F  0.65  -3.17  4.11
C  -0.01  -2.07  3.73
F  -1.23  -2.11  4.26
F  0.64  -1.00  4.28
C  -0.02  -1.86  2.19
O  0.87  -2.40  1.54
O  -0.95  -1.10  1.79